Record 1
The molecule C4H7NS3 in a non-equilibrium geometry, computed with wB97M-V/def2-TZVPD.

Results
energy relative to the best compared isomer or geometry (same formula, charge and spin): 81.1 kcal per mole
SMILES string: CSNC(=S)[C@@H]1CS1
total energy: -1405.79430 Eh
Kohn-Sham gap: 8.46 eV
charge: 0
HOMO level: -8.80 eV

```
15
C4H7NS3 wB97M-V/def2-TZVPD
C -1.704 -0.856 2.251
S -1.955 -1.197 0.455
N -0.502 -1.416 -0.533
C 0.620 -0.446 -0.640
S 2.099 -1.077 -0.830
C 0.005 0.974 -0.787
C 1.275 1.947 -1.016
S 0.161 2.249 0.476
H -1.929 -1.928 2.689
H -0.670 -0.236 2.681
H -2.629 -0.271 2.663
H -0.052 -2.453 -0.552
H -0.782 1.099 -1.531
H 1.195 2.909 -1.768
H 2.335 1.488 -0.920
```

***

Record 2
A 11-piece molecular cluster, C44H61F27O24 overall in a non-equilibrium geometry, computed with wB97M-V/def2-TZVPD.

Results
energy relative to the best compared isomer or geometry (same formula, charge and spin): 110.7 kcal per mole
SMILES string: CCOC(=O)C(F)(F)F.CCOC(=O)C(F)(F)F.CCOC(=O)C(F)(F)F.CCOC(=O)C(F)(F)F.CCOC(=O)C(F)(F)F.CCOC(=O)C(F)(F)F.CCOC(=O)C(F)(F)F.CCOC(=O)C(F)(F)F.CCOC(=O)C(F)(F)F.CCOC(=O)OC.CCOC(=O)OC
total energy: -6215.32517 Eh
Kohn-Sham gap: 10.93 eV
charge: 0
HOMO level: -10.63 eV

```
156
C44H61F27O24 wB97M-V/def2-TZVPD
C -34.745 2.721 17.573
C -35.937 3.491 17.999
O -36.420 2.869 19.149
C -37.677 3.230 19.657
O -38.254 4.276 19.393
C -38.279 2.384 20.793
F -38.256 3.138 21.913
F -39.526 2.058 20.549
F -37.622 1.307 21.011
H -33.812 2.950 18.086
H -34.530 2.802 16.508
H -34.959 1.669 17.762
H -36.771 3.352 17.312
H -35.727 4.526 18.269
C -38.435 10.643 16.663
C -38.327 11.801 15.749
O -37.357 11.536 14.751
C -37.536 10.683 13.657
O -38.623 10.108 13.389
C -36.236 10.561 12.858
F -35.516 11.659 12.782
F -35.446 9.673 13.516
F -36.383 10.112 11.614
H -38.840 9.823 16.070
H -39.151 10.793 17.472
H -37.535 10.322 17.188
H -38.085 12.707 16.304
H -39.278 11.881 15.222
C -33.118 10.234 21.212
C -32.256 9.609 20.071
O -32.370 10.582 19.068
C -32.225 10.235 17.761
O -31.818 9.152 17.390
C -32.545 11.365 16.754
F -33.441 10.984 15.821
F -33.023 12.375 17.500
F -31.460 11.779 16.153
H -34.078 10.683 20.955
H -32.463 10.908 21.764
H -33.414 9.461 21.921
H -32.690 8.647 19.802
H -31.216 9.416 20.336
C -35.788 7.643 20.321
C -36.125 6.862 21.562
O -35.355 5.724 21.838
C -35.586 4.912 22.985
O -36.296 5.212 23.967
C -34.860 3.555 22.855
F -35.793 2.566 22.948
F -34.244 3.393 21.648
F -33.936 3.383 23.820
H -35.991 7.081 19.410
H -34.719 7.854 20.282
H -36.307 8.574 20.090
H -37.143 6.490 21.447
H -36.011 7.518 22.425
C -43.267 -1.593 13.302
C -41.990 -0.759 13.195
O -41.120 -0.805 14.321
C -39.966 -0.119 14.269
O -39.794 0.760 13.470
C -38.927 -0.459 15.368
F -38.630 0.630 16.074
F -39.403 -1.328 16.197
F -37.815 -0.899 14.749
H -42.939 -2.609 13.524
H -43.826 -1.524 12.368
H -43.934 -1.281 14.105
H -42.242 0.283 12.997
H -41.401 -1.067 12.331
C -35.404 7.271 9.648
C -35.241 6.715 11.031
O -35.121 5.272 11.154
C -36.210 4.435 10.808
O -37.322 4.863 10.417
C -35.934 2.906 11.139
F -36.847 2.525 11.993
F -36.070 2.177 9.976
F -34.701 2.808 11.658
H -35.484 8.358 9.653
H -36.328 6.855 9.246
H -34.603 6.922 8.998
H -36.174 6.897 11.565
H -34.340 7.070 11.531
C -43.760 3.947 14.349
C -42.724 2.775 14.235
O -42.336 2.333 15.536
C -43.211 1.448 16.221
O -44.390 1.237 15.903
C -42.690 0.954 17.561
F -41.657 1.711 18.022
F -43.626 0.914 18.518
F -42.150 -0.234 17.299
H -43.949 4.446 13.399
H -43.461 4.743 15.032
H -44.795 3.624 14.461
H -41.819 2.963 13.658
H -43.240 1.942 13.756
C -27.273 2.811 15.606
C -28.798 2.660 15.727
O -29.339 3.929 15.961
C -29.814 4.779 15.004
O -29.703 4.527 13.803
C -30.416 6.113 15.474
F -31.600 6.376 14.925
F -30.589 6.034 16.794
F -29.524 7.082 15.216
H -26.856 3.214 16.529
H -26.956 3.378 14.731
H -26.778 1.840 15.600
H -29.081 2.044 16.581
H -29.186 2.134 14.854
C -40.653 6.524 11.167
C -40.242 7.344 9.936
O -40.111 8.743 10.315
C -41.212 9.565 10.530
O -42.371 9.249 10.444
C -40.912 11.044 10.889
F -41.497 11.433 12.122
F -39.583 11.280 10.981
F -41.424 11.829 9.995
H -41.588 6.808 11.650
H -39.808 6.429 11.849
H -40.837 5.538 10.741
H -40.845 7.333 9.028
H -39.244 7.018 9.646
C -38.843 4.071 15.334
C -37.682 4.774 14.609
O -37.015 5.411 15.696
C -36.095 6.357 15.372
O -35.683 6.631 14.259
O -35.720 6.881 16.535
C -34.640 7.780 16.573
H -38.602 3.073 15.702
H -39.586 3.888 14.558
H -39.513 4.644 15.975
H -38.178 5.474 13.938
H -37.044 4.061 14.086
H -34.349 7.995 17.601
H -34.821 8.641 15.928
H -33.732 7.340 16.161
C -39.983 7.948 18.050
C -40.616 6.604 18.617
O -41.999 6.863 18.608
C -42.878 5.995 18.033
O -42.598 4.850 17.732
O -44.055 6.559 18.150
C -45.211 5.797 17.899
H -38.970 8.017 18.446
H -40.478 8.892 18.279
H -39.732 7.823 16.997
H -40.328 6.421 19.652
H -40.403 5.757 17.964
H -45.287 5.472 16.861
H -46.105 6.379 18.123
H -45.086 4.947 18.569
```

***

Record 3
The molecule C4H5NO2, computed with wB97M-V/def2-TZVPD.

Results
energy relative to the best compared isomer or geometry (same formula, charge and spin): 28.3 kcal per mole
SMILES string: O=C[C@H]1CN=CO1
total energy: -360.62440 Eh
Kohn-Sham gap: 10.75 eV
charge: 0
HOMO level: -9.94 eV

```
12
C4H5NO2 wB97M-V/def2-TZVPD
O -2.687 0.569 0.097
C -1.716 -0.144 0.135
C -0.407 0.202 -0.539
C 0.583 0.851 0.473
N 1.712 -0.077 0.539
C 1.431 -1.027 -0.244
O 0.258 -1.009 -0.930
H -1.690 -1.088 0.720
H -0.597 0.812 -1.427
H 0.920 1.838 0.147
H 0.140 0.966 1.469
H 2.053 -1.894 -0.440
```

***

Record 4
A 2-piece molecular cluster, C4H13N2 overall in a non-equilibrium geometry, computed with wB97M-V/def2-TZVPD.

Results
energy relative to the best compared isomer or geometry (same formula, charge and spin): 43.6 kcal per mole
total energy: -269.57071 Eh
Kohn-Sham gap (spin up / spin down): 4.31 / 9.57 eV
charge: 0
multiplicity: 2
HOMO level (spin up / spin down): -3.20 / -8.86 eV

```
19
C4H13N2 wB97M-V/def2-TZVPD
C -2.137 1.520 -0.105
N -1.621 0.199 -0.583
H -2.994 1.765 -0.739
H -2.448 1.394 0.926
H -1.363 2.273 -0.200
H -1.187 0.288 -1.532
H -2.379 -0.511 -0.598
H -0.803 -0.095 0.065
C 1.289 -1.909 0.040
C 1.320 -0.435 0.294
C 0.613 0.182 1.267
N 2.285 0.232 -0.435
H 2.260 -2.356 0.266
H 1.113 -2.069 -1.034
H 0.506 -2.404 0.607
H 0.820 1.204 1.553
H 0.021 -0.422 1.944
H 2.422 -0.092 -1.382
H 2.282 1.237 -0.354
```

***

Record 5
A 2-piece molecular cluster, C3H6 overall in a non-equilibrium geometry, computed with wB97M-V/def2-TZVPD.

Results
energy relative to the best compared isomer or geometry (same formula, charge and spin): 87.2 kcal per mole
total energy: -117.73299 Eh
Kohn-Sham gap: 10.31 eV
charge: 0
HOMO level: -10.75 eV

```
9
C3H6 wB97M-V/def2-TZVPD
C 1.996 0.262 0.063
C 1.405 -0.486 0.973
C -1.548 -0.147 0.002
H 3.024 0.305 -0.248
H 1.369 0.691 -0.745
H -2.166 0.343 -0.629
H -1.135 0.423 0.814
H -0.740 -0.500 -0.699
H -2.205 -0.891 0.469
```

***

Record 6
The molecule C2H6N2O2 in a non-equilibrium geometry, computed with wB97M-V/def2-TZVPD.

Results
energy relative to the best compared isomer or geometry (same formula, charge and spin): 157.8 kcal per mole
SMILES string: C/C(=N\O)NO
total energy: -339.58123 Eh
Kohn-Sham gap: 8.59 eV
charge: 0
HOMO level: -8.13 eV

```
12
C2H6N2O2 wB97M-V/def2-TZVPD
C 0.934 -0.615 0.419
C -0.137 0.168 -0.279
N 0.134 1.375 -0.564
O 1.409 1.726 -0.505
N -1.216 -0.520 -0.544
O -2.060 -1.590 0.078
H 2.070 -0.489 0.043
H 0.865 -0.109 1.396
H 0.517 -1.578 0.448
H 1.309 2.864 -0.513
H -1.834 -0.037 -1.063
H -1.992 -1.195 1.083
```

***

Record 7
A 2-piece molecular cluster, C29H32N4O overall in a non-equilibrium geometry, computed with wB97M-V/def2-TZVPD.

Results
energy relative to the best compared isomer or geometry (same formula, charge and spin): 0.0 kcal per mole
total energy: -1418.48854 Eh
Kohn-Sham gap: 7.12 eV
charge: 0
HOMO level: -7.38 eV

```
66
C29H32N4O wB97M-V/def2-TZVPD
N 0.538 -2.295 -0.467
C -0.400 -3.195 -0.901
N -0.688 -4.136 0.012
C 0.074 -3.833 1.112
C 0.086 -4.653 2.326
O -0.422 -5.721 2.612
C 0.825 -2.654 0.829
H -0.850 -3.200 -1.839
H 0.689 -4.198 3.170
H 1.502 -2.217 1.570
C -4.181 -0.830 -4.779
C -4.897 0.310 -4.100
N -4.345 0.568 -2.797
C -5.257 1.290 -1.948
C -4.835 1.253 -0.501
C -3.391 1.759 -0.388
C -2.473 1.091 -1.364
C -3.007 0.491 -2.543
C -2.117 -0.146 -3.467
C -0.807 -0.385 -3.088
C -0.301 0.073 -1.826
C 0.908 -0.528 -1.343
C 1.655 0.066 -0.248
C 3.087 0.100 -0.263
C 3.814 0.458 0.861
C 3.105 0.832 2.049
N 3.780 1.125 3.194
C 5.185 0.882 3.348
C 5.943 1.099 2.061
C 5.311 0.327 0.894
C 3.120 1.379 4.446
C 1.755 1.993 4.269
C 0.928 1.131 3.316
C 1.676 0.836 2.061
C 0.981 0.395 0.948
C -1.117 0.991 -1.093
C -2.658 -0.609 -4.792
H -4.417 -1.760 -4.250
H -4.571 -0.920 -5.796
H -4.858 1.224 -4.723
H -5.960 0.085 -3.949
H -5.345 2.340 -2.283
H -6.246 0.840 -2.081
H -5.502 1.898 0.083
H -4.913 0.234 -0.105
H -3.349 2.848 -0.580
H -3.049 1.595 0.644
H -0.163 -0.932 -3.786
H 1.402 -1.235 -2.020
H 3.607 -0.183 -1.190
H 5.549 1.561 4.132
H 5.320 -0.157 3.691
H 5.910 2.157 1.788
H 6.986 0.801 2.199
H 5.616 -0.734 0.949
H 5.714 0.711 -0.052
H 3.027 0.409 4.964
H 3.774 2.037 5.032
H 1.256 2.070 5.241
H 1.834 2.984 3.818
H 0.620 0.187 3.809
H 0.002 1.649 3.040
H -0.109 0.250 1.015
H -0.750 1.604 -0.263
H -2.201 -1.562 -5.104
H -2.403 0.152 -5.555
```

***

Record 8
CH5PS as an isolated structure in a non-equilibrium geometry, computed with wB97M-V/def2-TZVPD.

Results
energy relative to the best compared isomer or geometry (same formula, charge and spin): 22.2 kcal per mole
total energy: -780.58718 Eh
Kohn-Sham gap: 9.78 eV
charge: 0
HOMO level: -9.16 eV

```
8
CH5PS wB97M-V/def2-TZVPD
C -0.935 -0.337 0.280
P 0.296 0.971 -0.075
S 1.966 -0.249 -0.194
H -0.596 -1.146 1.070
H -1.181 -0.941 -0.704
H -1.913 0.056 0.655
H -0.279 1.206 -1.753
H 2.643 0.440 0.721
```

***

Record 9
The molecule C3H7N3O in a non-equilibrium geometry, computed with wB97M-V/def2-TZVPD.

Results
energy relative to the best compared isomer or geometry (same formula, charge and spin): 47.7 kcal per mole
SMILES string: C/N=C(/N)C(N)=O
total energy: -357.97386 Eh
Kohn-Sham gap (spin up / spin down): 8.89 / 8.89 eV
charge: 0
HOMO level (spin up / spin down): -8.69 / -8.69 eV

```
14
C3H7N3O wB97M-V/def2-TZVPD
C 0.608 -1.140 -1.264
N -0.699 -0.610 -1.015
C -0.834 0.361 -0.197
N -2.061 0.999 -0.061
C 0.178 0.774 0.842
N 1.345 -0.049 0.950
O -0.092 1.539 1.741
H 0.526 -2.006 -1.947
H 1.094 -1.175 -0.172
H 1.302 -0.406 -1.707
H -2.269 1.260 0.895
H -2.791 0.440 -0.488
H 2.190 0.304 0.510
H 1.503 -0.291 1.915
```

***

Record 10
The molecule C22H19ClN4O in a non-equilibrium geometry, computed with wB97M-V/def2-TZVPD.

Results
energy relative to the best compared isomer or geometry (same formula, charge and spin): 111.6 kcal per mole
SMILES string: N#Cc1ccc([C@H]2CC(=O)[C@H]3NC(C4CC4)=C(c4ccc(Cl)cc4)N3N2)cc1
total energy: -1604.06613 Eh
Kohn-Sham gap: 6.51 eV
charge: 0
HOMO level: -6.45 eV

```
47
C22H19ClN4O wB97M-V/def2-TZVPD
N 2.598 -5.427 -5.181
C 1.935 -4.840 -4.421
C 1.103 -4.122 -3.505
C -0.182 -4.522 -3.218
C -0.957 -3.830 -2.253
C -0.445 -2.743 -1.543
C -1.235 -2.052 -0.406
C -0.605 -2.418 0.972
C -1.402 -1.699 2.046
O -1.576 -2.235 3.139
C -1.999 -0.292 1.837
N -1.639 0.802 2.752
C -0.895 1.759 2.083
C -0.279 3.004 2.731
C 0.772 2.812 3.841
C -0.579 3.349 4.222
C -0.823 1.419 0.747
C 0.068 2.120 -0.239
C 1.342 2.522 0.124
C 2.182 3.141 -0.791
C 1.715 3.450 -2.081
Cl 2.732 4.362 -3.182
C 0.440 3.090 -2.461
C -0.354 2.358 -1.553
N -1.518 0.241 0.512
N -1.179 -0.590 -0.605
C 0.861 -2.339 -1.830
C 1.614 -3.001 -2.828
H -0.583 -5.369 -3.737
H -1.960 -4.136 -2.039
H -2.285 -2.455 -0.415
H -0.581 -3.476 1.092
H 0.444 -2.064 1.006
H -3.064 -0.476 1.857
H -1.497 0.728 3.769
H -0.214 3.824 2.097
H 0.995 1.843 4.308
H 1.647 3.493 3.882
H -1.152 2.654 4.849
H -0.678 4.382 4.494
H 1.710 2.439 1.144
H 3.134 3.454 -0.412
H 0.041 3.280 -3.476
H -1.333 2.031 -1.904
H -0.279 -0.321 -1.026
H 1.328 -1.484 -1.333
H 2.632 -2.662 -3.068
```

***

Record 11
C33H22F9FeN3OP as an isolated structure, computed with wB97M-V/def2-TZVPD.

Results
energy relative to the best compared isomer or geometry (same formula, charge and spin): 5.6 kcal per mole
total energy: -4014.01597 Eh
Kohn-Sham gap (spin up / spin down): 8.54 / 8.66 eV
charge: +1
multiplicity: 5
HOMO level (spin up / spin down): -11.87 / -12.17 eV

```
70
C33H22F9FeN3OP wB97M-V/def2-TZVPD
Fe -0.366 -1.741 -1.423
O 2.063 -1.519 -4.506
C 1.569 -1.874 -3.449
N 0.279 -2.159 -3.188
C -0.675 -1.908 -4.250
C -1.263 -0.536 -4.051
C -1.624 0.303 -5.092
C -2.153 1.547 -4.804
C -2.323 1.919 -3.478
C -1.946 1.029 -2.495
N -1.410 -0.170 -2.765
C 2.434 -2.075 -2.228
C 3.810 -2.128 -2.318
C 4.533 -2.415 -1.172
C 3.855 -2.652 0.015
C 2.477 -2.551 0.025
N 1.778 -2.241 -1.073
H -1.490 -2.634 -4.177
H -0.226 -2.009 -5.237
H -1.480 -0.025 -6.112
H -2.428 2.222 -5.604
H -2.731 2.883 -3.208
H -2.069 1.290 -1.452
H 4.271 -1.965 -3.282
H 5.613 -2.473 -1.207
H 4.380 -2.914 0.923
H 1.915 -2.727 0.932
F 1.842 5.612 -1.895
C 2.354 5.116 -0.758
F 2.208 6.042 0.194
F 3.668 4.936 -0.958
C 1.686 3.811 -0.391
C 1.600 2.825 -1.362
C 1.001 1.616 -1.051
C 0.487 1.395 0.227
C 0.605 2.382 1.203
C 1.197 3.595 0.889
P -0.299 -0.191 0.558
C -2.012 0.097 1.110
C -3.070 -0.341 0.321
C -4.388 -0.109 0.694
C -4.648 0.571 1.870
C -3.606 0.996 2.685
C -2.297 0.756 2.308
C -6.080 0.807 2.294
F -6.537 -0.224 3.021
F -6.195 1.911 3.041
F -6.888 0.942 1.234
C 0.473 -0.840 2.069
C -0.183 -1.848 2.773
C 0.443 -2.478 3.838
C 1.727 -2.097 4.200
C 2.382 -1.085 3.516
C 1.758 -0.460 2.446
C 2.448 -2.829 5.307
F 1.595 -3.420 6.151
F 3.241 -3.787 4.796
F 3.227 -2.004 6.017
H 1.998 2.999 -2.354
H 0.943 0.842 -1.806
H 0.249 2.213 2.212
H 1.279 4.371 1.638
H -2.891 -0.860 -0.615
H -5.203 -0.447 0.069
H -3.820 1.513 3.611
H -1.494 1.066 2.967
H -1.189 -2.144 2.501
H -0.067 -3.256 4.388
H 3.378 -0.785 3.815
H 2.283 0.317 1.906
```

***

Record 12
The molecule C3H7NO3S in a non-equilibrium geometry, computed with wB97M-V/def2-TZVPD.

Results
energy relative to the best compared isomer or geometry (same formula, charge and spin): 48.7 kcal per mole
total energy: -797.08767 Eh
Kohn-Sham gap: 8.74 eV
charge: 0
HOMO level: -9.83 eV

```
15
C3H7NO3S wB97M-V/def2-TZVPD
C -0.904 0.075 1.292
C -0.197 -0.122 0.085
C 0.902 0.655 -0.497
N -0.270 -1.329 -0.514
O -2.794 -1.301 -0.044
O -2.073 0.605 -1.231
O -3.942 0.904 0.369
S -2.732 0.130 -0.007
H -1.164 -0.712 1.921
H -0.845 1.017 1.665
H 1.473 1.400 0.088
H 0.452 1.354 -1.321
H 1.588 -0.024 -1.050
H -1.171 -1.812 -0.584
H 0.294 -1.544 -1.292
```

***

Copy entry 5 word for word.
A 2-piece molecular cluster, C3H6 overall in a non-equilibrium geometry, computed with wB97M-V/def2-TZVPD.

Results
energy relative to the best compared isomer or geometry (same formula, charge and spin): 87.2 kcal per mole
total energy: -117.73299 Eh
Kohn-Sham gap: 10.31 eV
charge: 0
HOMO level: -10.75 eV

```
9
C3H6 wB97M-V/def2-TZVPD
C 1.996 0.262 0.063
C 1.405 -0.486 0.973
C -1.548 -0.147 0.002
H 3.024 0.305 -0.248
H 1.369 0.691 -0.745
H -2.166 0.343 -0.629
H -1.135 0.423 0.814
H -0.740 -0.500 -0.699
H -2.205 -0.891 0.469
```

***

What is the formula in the fourth record?
C4H13N2